{"formula": "C24H21MoN5O7", "method": "ωB97M-V with the def2-TZVPD basis set", "symbols": ["Mo", "O", "C", "N", "C", "C", "C", "C", "C", "C", "N", "C", "O", "C", "C", "C", "C", "C", "N", "C", "C", "C", "C", "C", "N", "H", "H", "H", "H", "H", "H", "H", "H", "H", "H", "H", "H", "O", "C", "C", "N", "C", "C", "O", "O", "C", "C", "O", "O", "H", "H", "H", "H", "H", "H", "H", "H", "H"], "positions_angstrom": [[0.18, -0.10, -0.42], [-1.00, 0.77, -4.38], [-0.73, 0.26, -3.30], [-0.47, 0.86, -2.13], [-0.57, 2.26, -2.01], [-0.23, 3.18, -2.99], [-0.36, 4.53, -2.72], [-0.82, 4.94, -1.48], [-1.15, 4.02, -0.49], [-1.02, 2.66, -0.75], [-1.15, 1.59, 0.19], [-1.87, 1.93, 1.28], [-2.81, 2.70, 1.32], [-1.42, 1.51, 2.68], [-1.40, 2.49, 3.66], [-0.97, 2.16, 4.93], [-0.60, 0.85, 5.23], [-0.66, -0.08, 4.23], [-1.07, 0.27, 3.00], [-0.70, -1.22, -3.16], [-0.96, -2.03, -4.26], [-0.97, -3.40, -4.08], [-0.72, -3.90, -2.82], [-0.45, -3.03, -1.79], [-0.44, -1.70, -1.94], [0.12, 2.83, -3.95], [-0.10, 5.26, -3.47], [-0.93, 6.00, -1.26], [-1.53, 4.37, 0.46], [-1.72, 3.49, 3.40], [-0.93, 2.92, 5.70], [-0.26, 0.57, 6.21], [-0.38, -1.11, 4.36], [-1.15, -1.54, -5.20], [-1.17, -4.06, -4.92], [-0.71, -4.97, -2.62], [-0.24, -3.41, -0.81], [-0.88, -1.20, 0.92], [-0.47, -2.46, 1.40], [1.06, -2.62, 1.35], [1.71, -1.65, 0.42], [2.70, -0.83, 1.18], [1.95, 0.23, 1.95], [2.16, 0.45, 3.13], [1.08, 0.86, 1.22], [2.43, -2.24, -0.72], [2.53, -1.19, -1.83], [3.15, -1.44, -2.84], [1.93, -0.07, -1.54], [-1.03, -0.41, 2.18], [-0.98, -3.25, 0.86], [-0.80, -2.58, 2.44], [1.35, -3.64, 1.08], [1.47, -2.44, 2.35], [3.33, -0.31, 0.45], [3.31, -1.46, 1.82], [1.92, -3.13, -1.09], [3.44, -2.55, -0.43]], "nbo_charge": [1.62, -0.62, 0.63, -0.61, 0.17, -0.21, -0.23, -0.21, -0.23, 0.13, -0.63, 0.64, -0.60, 0.23, -0.20, -0.11, -0.24, 0.09, -0.44, 0.15, -0.19, -0.15, -0.24, 0.04, -0.44, 0.24, 0.21, 0.21, 0.22, 0.26, 0.23, 0.24, 0.22, 0.26, 0.23, 0.23, 0.19, -0.76, -0.06, -0.26, -0.40, -0.34, 0.78, -0.63, -0.71, -0.35, 0.78, -0.60, -0.70, 0.47, 0.17, 0.17, 0.21, 0.22, 0.25, 0.21, 0.23, 0.22], "multiplicity": 1, "e_tot_ev": -48868.9307, "homo_ev": [-6.873, -6.875], "relative_energy_kcal_mol": 35.6, "fmax_ev_per_a": 1.1}

{"formula": "C24H21N3O2S", "method": "ωB97M-V with the def2-TZVPD basis set", "symbols": ["C", "H", "H", "H", "C", "C", "C", "C", "C", "C", "N", "N", "C", "O", "C", "C", "C", "N", "C", "C", "C", "C", "C", "C", "H", "H", "H", "H", "C", "C", "C", "C", "C", "C", "O", "C", "H", "H", "H", "H", "H", "H", "H", "H", "H", "H", "S", "H", "H", "H", "H"], "positions_angstrom": [[8.06, 2.73, 0.31], [7.12, 3.24, 0.49], [8.22, 2.65, -0.76], [8.87, 3.32, 0.74], [8.03, 1.34, 0.95], [6.93, 0.51, 0.37], [7.03, -0.51, -0.53], [5.79, -1.05, -0.90], [4.73, -0.44, -0.27], [3.35, -0.74, -0.42], [2.49, -0.07, 0.24], [1.15, -0.28, 0.16], [0.44, -1.19, -0.57], [0.93, -2.02, -1.31], [-1.04, -1.02, -0.38], [-1.61, 0.22, -0.46], [-3.01, 0.35, -0.31], [-3.80, -0.67, -0.09], [-3.26, -1.90, 0.01], [-4.13, -2.99, 0.26], [-3.64, -4.26, 0.36], [-2.26, -4.50, 0.22], [-1.39, -3.47, -0.02], [-1.87, -2.15, -0.14], [-0.34, -3.66, -0.15], [-1.90, -5.51, 0.30], [-4.31, -5.08, 0.56], [-5.18, -2.77, 0.37], [-3.64, 1.68, -0.41], [-3.30, 2.55, -1.45], [-3.91, 3.78, -1.56], [-4.86, 4.18, -0.63], [-5.19, 3.34, 0.41], [-4.59, 2.09, 0.54], [-4.84, 1.29, 1.63], [-6.11, 0.67, 1.62], [-6.19, 0.15, 2.57], [-6.18, -0.04, 0.80], [-6.92, 1.41, 1.54], [-5.91, 3.64, 1.15], [-5.33, 5.14, -0.72], [-3.64, 4.44, -2.38], [-2.58, 2.23, -2.18], [-1.02, 1.10, -0.66], [0.64, 0.35, 0.77], [3.10, -1.55, -1.11], [5.28, 0.83, 0.78], [5.67, -1.86, -1.59], [7.97, -0.86, -0.91], [8.98, 0.83, 0.77], [7.88, 1.44, 2.02]], "nbo_charge": [-0.59, 0.21, 0.21, 0.21, -0.43, -0.15, -0.28, -0.20, -0.26, 0.04, -0.26, -0.43, 0.63, -0.60, -0.08, -0.24, 0.21, -0.40, 0.14, -0.20, -0.20, -0.21, -0.19, -0.01, 0.23, 0.22, 0.22, 0.22, -0.05, -0.20, -0.23, -0.18, -0.26, 0.31, -0.52, -0.24, 0.19, 0.19, 0.17, 0.22, 0.21, 0.22, 0.21, 0.22, 0.40, 0.22, 0.45, 0.22, 0.22, 0.22, 0.22], "multiplicity": 1, "e_tot_ev": -44628.8435, "homo_ev": -8.095, "relative_energy_kcal_mol": 46.4, "fmax_ev_per_a": 1.1}

{"formula": "C24H21N3O3", "method": "ωB97M-V with the def2-TZVPD basis set", "symbols": ["C", "C", "O", "C", "C", "C", "C", "C", "C", "H", "H", "N", "C", "C", "C", "N", "C", "O", "C", "C", "C", "C", "C", "C", "H", "H", "H", "H", "C", "N", "C", "C", "C", "C", "H", "H", "H", "C", "H", "H", "H", "O", "H", "H", "H", "H", "H", "H", "H", "H", "H"], "positions_angstrom": [[-7.10, -0.93, -2.10], [-6.30, -0.20, -1.04], [-4.97, -0.07, -1.50], [-4.05, 0.56, -0.72], [-4.31, 1.10, 0.54], [-3.29, 1.71, 1.25], [-2.00, 1.77, 0.74], [-1.75, 1.25, -0.53], [-2.77, 0.66, -1.25], [-2.59, 0.25, -2.23], [-0.77, 1.33, -0.96], [-1.03, 2.45, 1.47], [0.16, 2.06, 1.65], [0.78, 0.79, 1.26], [2.04, 0.84, 0.74], [2.67, -0.31, 0.26], [1.95, -1.50, 0.03], [2.44, -2.39, -0.64], [0.64, -1.58, 0.66], [-0.04, -2.80, 0.64], [-1.23, -2.94, 1.30], [-1.74, -1.87, 2.04], [-1.09, -0.66, 2.07], [0.10, -0.47, 1.34], [-1.48, 0.15, 2.66], [-2.66, -1.99, 2.60], [-1.76, -3.88, 1.28], [0.41, -3.61, 0.09], [4.04, -0.30, -0.09], [4.53, 0.83, -0.59], [5.81, 0.91, -0.95], [6.66, -0.18, -0.83], [6.16, -1.35, -0.28], [4.84, -1.42, 0.11], [4.44, -2.32, 0.55], [6.81, -2.21, -0.15], [7.69, -0.11, -1.15], [6.27, 2.23, -1.48], [5.45, 2.93, -1.53], [7.05, 2.63, -0.84], [6.69, 2.10, -2.48], [2.69, 2.00, 0.68], [3.51, 1.88, 0.13], [0.82, 2.78, 2.12], [-3.49, 2.13, 2.22], [-5.29, 1.05, 0.98], [-6.32, -0.76, -0.09], [-6.73, 0.80, -0.85], [-8.13, -1.05, -1.78], [-6.66, -1.91, -2.28], [-7.08, -0.36, -3.03]], "nbo_charge": [-0.62, -0.06, -0.50, 0.29, -0.26, -0.22, 0.09, -0.22, -0.24, 0.22, 0.22, -0.42, 0.15, -0.31, 0.59, -0.47, 0.67, -0.60, -0.21, -0.14, -0.24, -0.17, -0.23, 0.11, 0.22, 0.22, 0.22, 0.23, 0.40, -0.51, 0.25, -0.26, -0.14, -0.23, 0.25, 0.22, 0.22, -0.64, 0.23, 0.23, 0.23, -0.67, 0.51, 0.19, 0.22, 0.21, 0.17, 0.17, 0.21, 0.21, 0.21], "multiplicity": 1, "e_tot_ev": -35842.1036, "homo_ev": -7.490, "relative_energy_kcal_mol": 14.6, "fmax_ev_per_a": 1.1}